Record 1
13
Properties=species:S:1:pos:R:3 method="wB97M-V/def2-TZVPD" e_above_lowest_kj_mol=201.5 e_tot_ev=-9271.4134 smiles="c1cn[nH]c1.C=O" total_charge=0
C 2.086 -0.944 -1.952
O 2.545 0.030 -1.412
C -0.680 0.113 -0.289
N -1.540 -0.717 0.282
N -1.686 -0.233 1.522
C -0.947 0.878 1.754
C -0.265 1.137 0.588
H 2.061 -1.046 -3.055
H 1.654 -1.789 -1.381
H -0.389 -0.043 -1.320
H -2.306 -0.706 2.159
H -0.966 1.383 2.710
H 0.434 1.937 0.394

***

Record 2
142
Properties=species:S:1:pos:R:3 method="wB97M-V/def2-TZVPD" e_above_lowest_kj_mol=0.0 e_tot_ev=-234348.6483 total_charge=-2
Pt -0.742 3.457 -0.711
N 0.383 6.111 -1.026
C -0.630 7.169 -0.942
C -1.994 6.559 -0.617
C -2.489 5.823 -1.869
O -3.097 6.502 -2.708
O -2.185 4.579 -2.007
H 0.737 5.853 -0.114
H 1.171 6.357 -1.609
H -0.701 7.668 -1.911
H -0.370 7.928 -0.195
H -2.711 7.339 -0.365
H -1.887 5.866 0.217
C -2.173 2.977 -5.255
C -2.857 2.275 -4.109
C -3.479 3.007 -3.109
C -4.112 2.380 -2.043
C -4.922 3.205 -1.077
C -4.045 0.983 -1.928
C -3.454 0.226 -2.947
C -3.387 -1.279 -2.885
C -2.886 0.887 -4.030
C -4.725 0.303 -0.781
C -6.077 0.013 -0.956
C -6.807 -0.614 0.037
C -6.172 -0.967 1.213
C -4.818 -0.690 1.417
C -4.064 -0.051 0.414
Ge -2.106 0.406 0.640
S -1.962 2.532 1.167
S -0.804 -0.359 -1.017
Ge 0.629 -0.949 0.719
S 2.237 0.355 1.115
S -1.134 -0.880 2.203
C 1.461 -2.803 0.492
C 1.904 -3.256 -0.769
C 2.699 -4.399 -0.874
C 3.085 -5.110 0.243
C 2.673 -4.676 1.488
C 1.881 -3.541 1.631
C 1.496 -3.179 3.031
C 0.261 -3.602 3.543
C -0.672 -4.486 2.749
C -0.117 -3.208 4.822
C 0.710 -2.421 5.609
C 0.243 -1.913 6.948
C 1.970 -2.098 5.125
C 2.390 -2.479 3.856
C 3.771 -2.093 3.396
C 1.606 -2.596 -2.079
C 2.515 -1.687 -2.629
C 3.730 -1.235 -1.863
C 2.286 -1.201 -3.913
C 1.203 -1.616 -4.669
C 1.012 -1.121 -6.080
C 0.305 -2.517 -4.104
C 0.486 -3.007 -2.818
C -0.522 -3.948 -2.212
C -4.278 -1.194 2.722
C -3.925 -2.543 2.821
C -3.916 -3.413 1.591
C -3.568 -3.069 4.057
C -3.546 -2.281 5.199
C -3.182 -2.859 6.544
C -3.886 -0.939 5.081
C -4.261 -0.381 3.864
C -4.658 1.070 3.793
H -2.610 3.962 -5.425
H -2.247 2.395 -6.176
H -1.112 3.118 -5.029
H -3.484 4.092 -3.151
H -5.007 4.233 -1.430
H -4.449 3.231 -0.096
H -5.922 2.778 -0.949
H -4.234 -1.707 -2.349
H -2.474 -1.581 -2.364
H -3.362 -1.703 -3.892
H -2.445 0.294 -4.826
H -6.551 0.299 -1.890
H -7.860 -0.832 -0.106
H -6.719 -1.475 2.001
H 3.021 -4.717 -1.861
H 3.709 -5.992 0.145
H 2.961 -5.229 2.377
H -0.188 -4.892 1.863
H -1.541 -3.908 2.429
H -1.024 -5.316 3.369
H -1.099 -3.497 5.188
H -0.199 -2.712 7.549
H -0.516 -1.139 6.808
H 1.070 -1.474 7.509
H 2.645 -1.513 5.746
H 4.443 -1.982 4.251
H 3.710 -1.138 2.866
H 4.192 -2.821 2.704
H 4.208 -2.069 -1.345
H 3.448 -0.505 -1.095
H 4.456 -0.770 -2.535
H 2.984 -0.483 -4.334
H 1.779 -0.391 -6.343
H 0.041 -0.644 -6.192
H 1.063 -1.948 -6.794
H -0.559 -2.844 -4.679
H -1.241 -4.285 -2.961
H -1.068 -3.436 -1.411
H -0.040 -4.821 -1.766
H -4.926 -3.545 1.193
H -3.500 -4.396 1.814
H -3.316 -2.947 0.803
H -3.296 -4.119 4.126
H -2.881 -3.903 6.455
H -4.032 -2.807 7.230
H -2.361 -2.300 6.995
H -3.866 -0.306 5.965
H -4.856 1.469 4.790
H -5.545 1.209 3.171
H -3.858 1.665 3.346
C 7.019 0.502 -1.587
C 6.994 2.023 -1.817
C 7.045 2.308 -3.325
C 8.248 2.629 -1.184
C 5.703 2.582 -1.208
C 5.694 3.355 -0.051
C 4.505 3.803 0.541
C 3.320 3.444 -0.053
O 2.043 3.729 0.305
B 1.207 3.036 -0.629
O 2.035 2.449 -1.606
C 3.315 2.669 -1.213
C 4.477 2.239 -1.802
H 7.923 0.056 -2.018
H 6.147 0.028 -2.042
H 6.993 0.284 -0.517
H 7.989 1.943 -3.743
H 6.974 3.382 -3.514
H 6.231 1.814 -3.856
H 9.139 2.202 -1.654
H 8.297 2.412 -0.115
H 8.272 3.713 -1.324
H 6.624 3.628 0.429
H 4.516 4.384 1.455
H 4.425 1.619 -2.691

***

Record 3
14
Properties=species:S:1:pos:R:3 method="wB97M-V/def2-TZVPD" e_above_lowest_kj_mol=53.9 e_tot_ev=-18289.2138 smiles="[H]/N=C/C(C)(C)Cl" total_charge=0
C -0.101 -1.273 0.711
C -0.151 1.344 0.899
C 0.357 0.362 -1.403
C -0.385 0.146 -0.125
N 0.700 -2.115 0.265
Cl -2.184 -0.008 -0.560
H -0.715 -1.278 1.610
H 0.935 1.392 0.894
H -0.540 1.027 1.815
H -0.560 2.289 0.547
H 0.463 1.362 -1.732
H 1.472 0.164 -1.256
H 0.024 -0.313 -2.291
H 0.686 -3.099 0.626